1.
DFT (ωB97M-V with the def2-TZVPD basis set) results for a structure of composition O4S2 in a non-equilibrium geometry.

Values from the calculation:
HOMO, eV: -11.18
LUMO energy, eV: -2.06

ORCA input file:
```
! wB97M-V def2-TZVPD RIJCOSX def2/J DEFGRID3
* xyz 0 1
O -2.4634 -0.3865 0.1390
O 0.5960 1.2883 -0.7215
O -0.1950 -1.0528 -0.2983
S -1.1093 0.0183 0.2881
S 1.5667 0.1575 -0.4156
O 1.6861 -0.2241 0.9486
*
```

So, what does the Löwdin scheme give us? The charges, in e, come out as: O -0.357; O -0.575; O -0.534; S 1.006; S 0.900; O -0.439

2.
DFT (ωB97M-V with the def2-TZVPD basis set) results for a structure of composition C43H44AsBCdN6P2S3.

Values from the calculation:
HOMO, eV: -1.11
LUMO energy, eV: 4.23

ORCA input file:
```
! wB97M-V def2-TZVPD RIJCOSX def2/J DEFGRID3
* xyz -2 1
C 4.2861 2.7395 -6.7124
C -4.5680 -2.3937 -2.1584
H 4.8418 3.2149 -7.5128
H -5.3057 0.4598 -2.4328
C 2.2623 -2.5569 5.1529
C 2.7087 -1.4829 5.9112
C -1.6200 5.6322 0.1927
H -3.3106 3.1031 1.3719
H -5.0886 -2.4923 -3.1133
N -1.8122 3.4399 -0.0287
H 5.8159 -3.8137 0.4339
S -2.3236 0.2957 1.1166
H 2.5123 -3.5695 5.4520
H -4.0685 -3.3338 -1.9191
C -1.3489 2.0279 -3.9129
N 1.1594 3.6464 -0.9188
C -1.9379 -3.2993 0.8436
C 1.1201 -1.0681 3.5767
H -1.8472 -2.0005 3.4529
H 0.8475 -4.7562 2.0999
N -1.0306 2.3837 -2.6758
C 3.2008 2.9647 -0.4075
C -2.6877 3.8361 0.8831
H -1.7394 2.0369 4.8272
C 2.2456 2.0264 -0.0058
C 2.1709 -2.6029 0.9772
C 3.2395 -1.8915 1.5140
C -4.4280 0.3514 -3.0728
C 2.2169 1.8455 -5.8275
H 2.6515 0.6539 6.1075
H 1.0980 -3.2179 3.4924
C 2.3246 -0.2010 5.5246
H 4.6973 1.5069 -3.5675
N 1.0267 2.4516 -0.3065
Cd -0.7860 1.1615 -0.6805
C 3.7393 -4.1766 0.0224
H -3.9370 1.3218 -3.1383
C -3.3204 -0.6363 6.1917
C -0.1869 -4.6239 1.8059
H 4.2719 2.9013 -0.3193
C -2.8869 0.6721 6.0377
C -1.7130 0.0646 4.0052
C 2.9280 2.4599 -6.8482
C 1.5491 0.0040 4.3972
H -3.1932 5.8443 1.7331
H -1.6774 1.0243 -4.1236
B -0.0444 4.4216 -1.5016
H 5.9643 2.6013 -5.3806
H 3.9278 -5.0568 -0.5814
C -1.0867 -5.6666 2.0080
C 4.9077 2.3895 -5.5158
C -2.8350 -4.3370 1.0453
C -2.0851 1.0147 4.9509
H -2.1351 -2.7052 -3.7030
C 1.4737 -2.3568 4.0280
H -2.9101 -1.4854 -4.7431
P 0.4653 -1.9226 1.0336
H 2.7696 4.8896 -1.4658
C -2.6141 5.2304 1.0629
H 3.3358 -1.6392 6.7811
S 0.1791 -1.3019 -0.8554
N -0.6042 3.6621 -2.7352
C 4.5431 -2.3290 1.3250
As -3.2160 -0.9598 -2.2311
H -0.7458 -6.5881 2.4669
C -2.1437 -1.2506 4.1793
C 0.3790 -0.8087 2.3441
H 1.6168 -4.2656 -0.2607
H 1.2859 1.0137 4.1046
C 4.2001 1.7743 -4.4930
H -4.7459 0.0354 -4.0690
H -3.1736 1.4269 6.7625
C 2.4365 -3.7369 0.2110
N -1.1596 4.5398 -0.4428
C -0.6606 4.1031 -4.0005
H 1.1599 1.6392 -5.9470
H -3.9514 -0.9084 7.0301
H 5.3626 -1.7635 1.7523
P -0.7770 0.6165 2.4828
H 0.3143 5.5242 -1.8363
C 2.4602 3.9703 -0.9946
H 2.4165 2.7269 -7.7687
H -1.3346 -1.1607 -3.9568
H 2.3771 1.0653 0.4682
C -2.3107 -1.6375 -3.8428
C -0.5984 -3.4307 1.2151
C 4.7974 -3.4760 0.5857
C -2.9396 -1.6000 5.2592
H -5.2892 -2.1750 -1.3698
H -3.1143 -6.3386 1.7856
C 2.8242 1.4636 -4.6078
H 3.0458 -0.9929 2.0864
H -3.8706 -4.2143 0.7485
S 1.9573 0.6596 -3.3368
C -1.1471 3.0892 -4.8003
H -3.2689 -2.6269 5.3772
H -1.3003 3.1021 -5.8659
H -1.2120 6.6088 -0.0151
C -2.4130 -5.5275 1.6276
H -0.3430 5.1030 -4.2476
H -2.2666 -2.3623 0.4060
*
```

Here are the Löwdin charges for atoms 1 to 6, given in e: C -0.168; C -0.355; H 0.068; H 0.011; C -0.108; C -0.139

3.
DFT (ωB97M-V with the def2-TZVPD basis set) results for a cluster of 2 separate species, C8H19BrN2O2 in total in a non-equilibrium geometry.

Values from the calculation:
HOMO, eV: -6.71
LUMO energy, eV: -0.72

ORCA input file:
```
! wB97M-V def2-TZVPD RIJCOSX def2/J DEFGRID3
* xyz 0 1
H -4.0751 0.6864 -1.4831
Br -0.9417 2.8511 -1.3656
H 2.5008 -1.3620 0.6223
C 0.0636 -0.5930 -1.3022
H 0.3604 -3.2511 2.3522
H -2.7212 1.8366 -2.0158
C -0.9815 -0.0356 -2.2772
H 3.1530 0.9874 1.1111
H 1.0932 -2.9880 0.7224
C 0.4388 -2.5703 1.4955
H -2.3013 2.0647 0.3339
H 0.2300 1.3382 0.4688
N 2.1822 0.6878 1.2287
O -0.7055 0.4748 -3.2911
H -2.1689 0.2593 0.5002
C 1.2806 0.3582 -1.1528
C 1.2651 1.1982 0.1409
H 0.3947 -1.5503 -1.7350
H 1.6227 2.1995 -0.1357
H 2.2187 -0.2074 -1.2813
H 1.8686 1.1297 2.0995
H 0.9558 -1.3118 2.9792
H 2.8822 -0.9793 2.2774
H -3.7493 1.0909 0.6645
H -0.4224 -0.7170 -0.3287
N 0.8449 -1.2213 1.9755
O -2.2904 -0.2206 -1.9251
C -2.7741 1.1080 0.1490
H 1.2208 1.0770 -1.9823
H -0.5743 -2.4938 1.0737
C 2.1364 -0.7892 1.4796
C -3.0070 0.9428 -1.3984
*
```

Here are the Löwdin charges for atoms 1 to 6, given in e: H 0.105; Br 0.161; H 0.126; C -0.094; H 0.083; H -0.016

4.
DFT (ωB97M-V with the def2-TZVPD basis set) results for a structure of composition C6H8N2O3 in a non-equilibrium geometry.

Values from the calculation:
HOMO, eV: -8.06
LUMO energy, eV: 0.18

ORCA input file:
```
! wB97M-V def2-TZVPD RIJCOSX def2/J DEFGRID3
* xyz 0 1
H -2.7436 1.8830 -2.4827
H 1.5691 -0.9553 2.5687
H 1.6246 -2.5152 1.6369
C 0.2812 -0.0115 0.1611
C 1.2839 -0.7680 0.5024
H 2.2505 -2.1371 -0.6574
H 0.1324 -0.2429 -1.9907
O 2.0700 -1.2931 -1.1073
H -1.6094 0.9931 2.3225
N -0.0302 0.2953 -1.1864
C -1.7832 1.4116 -2.4070
O -2.5247 1.9171 0.7434
N -0.6460 0.5882 0.8674
H 3.0405 -1.5338 1.4891
C -1.1353 1.0104 -1.2681
O -0.7065 0.5736 2.2398
H -1.3268 0.9480 -3.2552
C 1.9277 -1.3952 1.6482
C -1.6742 1.2319 0.1753
*
```

Here are the Löwdin charges for atoms 1 to 6, given in e: H 0.058; H 0.078; H 0.112; C -0.255; C -0.051; H 0.014

5.
DFT (ωB97M-V with the def2-TZVPD basis set) results for the molecule C3H7N3O in a non-equilibrium geometry.

Values from the calculation:
HOMO, eV: -9.35
LUMO energy, eV: 0.59
SMILES: [H]/N=C/NC(=O)NC

ORCA input file:
```
! wB97M-V def2-TZVPD RIJCOSX def2/J DEFGRID3
* xyz 0 1
H -1.5541 -0.7506 0.1049
N 0.8344 -0.3702 0.4488
N 2.7744 -0.9153 1.5055
C -2.2823 0.6187 -1.1818
N -1.1684 -0.0263 -0.4803
C 0.0419 0.5159 -0.2465
H -2.0049 1.3473 -1.9361
H -2.7893 1.2411 -0.3943
H 2.3517 0.9893 0.6464
H 0.5112 -1.3114 0.6323
O 0.3733 1.6145 -0.6443
H 3.6705 -0.5240 1.7734
C 2.0898 -0.0434 0.8909
H -1.9093 -0.4710 -1.6435
*
```

Here are the Löwdin charges for atoms 1 to 6, given in e: H 0.132; N 0.092; N 0.079; C -0.078; N -0.090; C -0.572

How do the records compare in orbital gap? In the order shown, they have 9.1, 5.3, 6.0, 8.2, 9.9 eV.
How do the records compare in ΔE to the lowest compared entry with this formula, charge and spin? In the order shown, they have 139.83, 54.11, 95.57, 547.12, 328.14 kJ/mol.